1.
A molecular structure, C16H39AsN2O4PdS4Si, computed with ωB97M-V/def2-TZVPD.

- Frontier orbital gap (alpha / beta): 7.40 / 6.19 eV
- Spin multiplicity: 5
- Expectation value of S²: 6.0207
- Charge: 0
- Max |F|: 0.00883 hartree/bohr

Each line ends with the Mulliken spin population.
Atoms and positions in Å:
Pd  -0.585  -2.398  -0.309  1.384
S  2.945  -5.732  0.275  0.053
As  1.133  -5.117  -0.425  -0.019
S  0.653  -2.220  -3.419  0.974
S  0.057  -4.129  1.201  0.326
S  2.277  -2.756  -2.622  0.994
N  -2.475  -1.168  0.080  0.127
C  -3.255  -0.588  -1.023  -0.007
C  -3.936  -1.629  -1.904  0.008
C  -2.971  -2.384  -2.833  0.012
C  -2.679  -3.825  -2.445  -0.005
N  -2.062  -3.940  -1.112  0.124
H  -3.083  -1.587  0.778  -0.006
H  -1.980  -0.421  0.577  -0.008
H  -2.551  -0.010  -1.626  0.002
H  -3.997  0.116  -0.633  0.003
H  -4.681  -1.103  -2.503  0.000
H  -4.506  -2.330  -1.282  -0.001
H  -2.032  -1.829  -2.889  0.003
H  -3.375  -2.408  -3.847  -0.006
H  -1.991  -4.265  -3.168  0.002
H  -3.606  -4.408  -2.484  0.004
H  -1.646  -4.856  -0.983  -0.008
H  -2.761  -3.866  -0.381  -0.015
C  0.093  2.641  2.700  0.000
C  -0.951  1.542  2.527  -0.004
C  -1.096  0.739  3.811  0.000
C  -2.286  2.147  2.104  0.000
O  -0.578  0.600  1.504  -0.044
Si  0.542  0.689  0.285  0.032
O  0.339  -0.624  -0.598  0.035
O  2.071  0.909  0.825  0.019
C  3.075  -0.005  1.292  0.008
C  2.459  -1.283  1.842  -0.005
C  3.835  0.732  2.388  0.002
C  3.987  -0.316  0.113  -0.036
O  0.127  2.066  -0.513  0.024
C  0.841  2.736  -1.559  0.009
C  -0.207  3.519  -2.341  -0.001
C  1.540  1.733  -2.473  -0.022
C  1.853  3.687  -0.927  0.000
H  -0.192  3.302  3.521  0.000
H  0.179  3.233  1.789  0.000
H  1.067  2.210  2.927  0.000
H  -1.486  1.365  4.616  0.000
H  -0.129  0.338  4.118  0.000
H  -1.779  -0.097  3.655  0.000
H  -2.625  2.888  2.830  0.000
H  -3.049  1.368  2.031  0.001
H  -2.176  2.630  1.132  0.000
H  1.699  -1.057  2.594  0.001
H  3.225  -1.906  2.305  0.000
H  1.992  -1.862  1.046  0.003
H  3.164  0.980  3.212  0.000
H  4.256  1.658  1.993  0.000
H  4.646  0.113  2.777  0.000
H  3.405  -0.778  -0.687  0.031
H  4.782  -1.004  0.408  -0.001
H  4.440  0.602  -0.266  0.001
H  -0.932  2.835  -2.785  0.000
H  0.258  4.101  -3.139  0.000
H  -0.735  4.201  -1.673  0.000
H  0.826  1.001  -2.853  0.007
H  2.322  1.196  -1.931  0.000
H  2.002  2.251  -3.315  0.000
H  1.337  4.432  -0.318  0.000
H  2.423  4.208  -1.699  0.000
H  2.541  3.130  -0.291  0.000

***

2.
8 unconnected molecules or ions with the total composition C54H120F6N6O10 in a non-equilibrium geometry, computed with ωB97M-V/def2-TZVPD.

- Frontier orbital gap: 4.05 eV
- Charge: +2
- Max |F|: 0.10134 hartree/bohr

Each line ends with the Löwdin charge.
Atoms and positions in Å:
N  13.780  12.417  14.598  -0.681
O  14.601  12.367  15.474  -0.049
O  13.331  11.393  14.106  -0.019
O  13.446  13.507  14.177  -0.055
C  10.159  11.762  18.726  -0.080
C  11.159  12.412  17.705  -0.220
C  10.557  13.455  16.741  -0.168
C  9.429  12.870  15.804  -0.049
N  8.594  13.897  14.927  -0.192
C  7.464  13.088  14.242  -0.061
C  8.127  12.659  12.933  -0.143
C  9.455  13.322  12.668  -0.124
C  9.450  14.397  13.769  -0.099
C  8.096  15.118  15.729  -0.115
C  7.164  14.702  16.931  -0.180
C  6.459  16.042  17.394  -0.079
H  9.537  10.958  18.332  0.049
H  9.516  12.473  19.245  0.072
H  10.708  11.328  19.562  0.073
H  11.718  11.682  17.119  0.095
H  12.014  12.736  18.299  0.084
H  11.328  13.805  16.056  0.088
H  10.214  14.281  17.364  0.089
H  8.724  12.465  16.529  0.110
H  9.877  12.118  15.155  0.135
H  6.671  13.828  14.134  0.131
H  7.050  12.297  14.867  0.133
H  7.432  12.943  12.142  0.129
H  8.234  11.574  12.940  0.121
H  9.525  13.732  11.660  0.114
H  10.268  12.598  12.728  0.113
H  8.796  15.223  13.489  0.122
H  10.385  14.851  14.097  0.125
H  7.562  15.714  14.989  0.123
H  8.879  15.796  16.068  0.128
H  7.757  14.265  17.734  0.093
H  6.401  13.959  16.696  0.107
H  7.163  16.850  17.590  0.073
H  5.912  15.831  18.313  0.076
H  5.688  16.430  16.728  0.079
C  19.047  15.358  18.175  -0.105
C  17.930  14.359  18.263  -0.230
C  16.690  14.674  17.391  -0.169
C  16.215  16.118  17.533  -0.097
N  14.834  16.470  16.964  -0.191
C  14.615  18.015  17.077  -0.041
C  15.023  18.545  15.675  -0.133
C  15.632  17.393  14.863  -0.138
C  14.851  16.239  15.438  -0.109
C  13.743  15.573  17.596  -0.120
C  13.616  15.709  19.102  -0.196
C  12.207  15.357  19.648  -0.064
H  18.927  16.322  18.669  0.080
H  19.429  15.613  17.187  0.082
H  19.934  14.871  18.580  0.080
H  17.495  14.206  19.251  0.116
H  18.278  13.397  17.887  0.092
H  15.891  13.970  17.623  0.106
H  16.954  14.395  16.370  0.098
H  16.878  16.859  17.087  0.130
H  16.003  16.430  18.555  0.126
H  13.540  18.136  17.213  0.128
H  15.126  18.496  17.911  0.135
H  14.229  19.017  15.096  0.100
H  15.703  19.388  15.798  0.121
H  15.540  17.438  13.778  0.112
H  16.709  17.369  15.032  0.114
H  13.811  16.318  15.120  0.119
H  15.213  15.221  15.297  0.102
H  13.921  14.556  17.246  0.116
H  12.864  15.802  16.994  0.118
H  13.937  16.702  19.417  0.111
H  14.328  14.998  19.521  0.113
H  11.827  15.863  20.535  0.084
H  12.129  14.293  19.871  0.066
H  11.510  15.620  18.852  0.057
C  16.884  8.181  14.303  -0.029
C  17.178  9.468  15.183  -0.110
N  18.558  10.138  14.857  -0.224
C  18.626  11.341  15.823  0.018
C  19.739  9.167  15.026  -0.177
C  19.989  8.863  16.448  -0.086
C  18.622  10.584  13.316  0.006
C  17.634  11.717  12.992  -0.199
O  18.198  12.947  13.363  -0.196
C  17.359  14.096  13.222  -0.066
H  17.692  7.460  14.423  0.069
H  16.881  8.270  13.217  0.075
H  15.921  7.708  14.497  0.067
H  17.160  9.262  16.253  0.111
H  16.379  10.175  14.963  0.099
H  17.836  12.044  15.557  0.089
H  19.640  11.740  15.835  0.118
H  18.399  10.932  16.807  0.091
H  20.616  9.737  14.719  0.129
H  19.697  8.323  14.337  0.135
H  19.140  8.473  17.009  0.085
H  20.494  9.612  17.059  0.091
H  20.657  8.008  16.551  0.098
H  18.611  9.619  12.809  0.130
H  19.672  10.878  13.311  0.129
H  16.624  11.579  13.378  0.112
H  17.511  11.752  11.910  0.116
H  16.732  14.108  12.330  0.092
H  17.811  15.042  13.518  0.096
H  16.570  13.921  13.953  0.053
C  13.659  15.866  12.080  -0.069
C  13.364  17.021  11.183  -0.170
N  11.938  17.516  11.027  -0.174
C  10.954  16.269  10.712  0.046
C  11.489  18.141  12.372  -0.162
C  12.138  19.491  12.706  -0.050
C  11.778  18.515  9.799  -0.036
C  10.382  19.072  9.589  -0.148
O  10.075  20.086  10.615  -0.219
C  8.796  20.633  10.469  -0.106
H  14.719  15.704  12.272  0.083
H  13.302  14.999  11.524  0.067
H  13.126  15.760  13.025  0.050
H  13.554  16.689  10.162  0.130
H  13.924  17.911  11.469  0.112
H  9.915  16.595  10.692  0.086
H  11.007  15.502  11.485  0.066
H  11.176  15.718  9.797  0.088
H  11.411  17.475  13.232  0.112
H  10.450  18.364  12.128  0.105
H  13.224  19.399  12.692  0.061
H  11.856  19.760  13.723  0.089
H  11.895  20.172  11.890  0.069
H  12.151  17.984  8.922  0.151
H  12.464  19.339  9.995  0.133
H  9.708  18.218  9.522  0.115
H  10.373  19.570  8.620  0.143
H  8.139  19.773  10.331  0.083
H  8.679  21.284  9.603  0.099
H  8.273  21.073  11.318  0.095
C  12.424  8.775  15.723  -0.074
C  11.882  8.139  16.941  -0.150
N  10.910  6.950  16.683  -0.194
C  10.193  6.391  17.975  0.028
C  9.747  7.438  15.768  -0.115
C  9.090  8.853  16.032  -0.050
C  11.607  5.706  15.898  0.003
C  13.034  5.262  16.383  -0.160
O  13.015  5.334  17.793  -0.248
C  14.187  4.997  18.530  -0.074
H  13.354  9.260  16.020  0.087
H  11.852  9.639  15.387  0.052
H  12.546  8.200  14.805  0.091
H  11.304  8.798  17.589  0.116
H  12.722  7.671  17.455  0.117
H  10.981  6.129  18.681  0.087
H  9.627  5.471  17.827  0.105
H  9.540  7.127  18.445  0.091
H  9.008  6.641  15.849  0.129
H  10.315  7.462  14.838  0.108
H  8.475  9.096  15.165  0.080
H  9.750  9.720  16.055  0.035
H  8.478  8.857  16.934  0.071
H  11.795  6.038  14.877  0.103
H  10.866  4.907  15.871  0.135
H  13.788  5.919  15.949  0.115
H  13.373  4.274  16.070  0.142
H  15.152  5.284  18.113  0.092
H  14.093  3.939  18.777  0.094
H  14.076  5.469  19.506  0.085
C  13.648  6.610  11.993  -0.531
O  12.539  7.417  11.802  -0.077
O  13.071  5.430  12.400  -0.234
C  14.560  6.614  10.733  -0.604
F  13.941  6.345  9.587  0.158
F  15.129  7.759  10.538  0.153
F  15.525  5.648  10.849  0.102
C  12.625  8.817  11.796  -0.291
C  11.219  9.337  11.883  -0.074
H  11.071  10.373  11.578  0.056
H  10.582  8.777  11.199  0.088
H  10.780  9.123  12.858  0.047
H  13.053  9.198  10.868  0.105
H  13.150  9.320  12.608  0.092
H  14.276  6.953  12.815  0.106
C  12.438  13.064  9.192  -0.407
O  13.668  12.296  9.331  -0.105
O  12.853  14.339  8.685  -0.283
C  11.455  12.181  8.259  -0.426
F  10.144  12.581  8.390  0.072
F  11.727  12.060  6.886  0.087
F  11.527  10.880  8.697  0.083
C  14.117  11.965  10.645  -0.262
C  15.297  11.022  10.586  -0.067
H  15.586  10.812  11.615  0.046
H  15.100  10.042  10.152  0.067
H  16.184  11.440  10.111  0.081
H  13.322  11.498  11.227  0.091
H  14.459  12.860  11.164  0.096
H  11.987  13.254  10.166  0.102

***

3.
A single C5H6O molecule, computed with ωB97M-V/def2-TZVPD.

- Frontier orbital gap: 10.76 eV
- Charge: 0
- SMILES: C#CC(=O)CC
- Max |F|: 0.01044 hartree/bohr

Each line ends with the Löwdin charge.
Atoms and positions in Å:
C  0.652  -1.161  1.383  -0.102
C  -0.190  -0.124  0.656  -0.192
C  0.413  0.283  -0.672  -0.436
O  1.541  -0.002  -1.006  0.104
C  -0.466  1.060  -1.553  -0.036
C  -1.201  1.678  -2.281  0.145
H  0.202  -1.420  2.346  0.074
H  1.665  -0.787  1.554  0.078
H  0.739  -2.073  0.784  0.081
H  -0.299  0.795  1.250  0.127
H  -1.213  -0.477  0.477  0.120
H  -1.841  2.228  -2.938  0.037

***

Molar mass? In order: 661.2; 1127.6; 82.1 g/mol.